{
  "formula": "H2NOS",
  "method": "the ωB97M-V functional and the def2-TZVPD basis",
  "energy_ha": -529.2666,
  "max_force_ev_per_a": 1.3,
  "e_above_lowest_kj_mol": 0.0,
  "lumo_energy_ev": [4.39, 4.25],
  "homo_energy_ev": [-1.716, -2.989],
  "spin_multiplicity": 3,
  "charge": -1,
  "species": ["S", "O", "N", "H", "H"],
  "xyz": [[0.310, 0.942, -0.899], [-1.131, 1.067, 1.297], [-0.940, 0.514, 0.202], [1.095, -1.045, -0.525], [0.665, -1.477, -0.075]],
  "forces_ev_per_a": [[-0.6, 1.0, -0.6], [-0.4, -0.5, 0.0], [0.8, 0.8, 0.1], [-0.2, -0.6, 0.4], [0.4, -0.7, 0.1]]
}

=====

{
  "formula": "H2NP",
  "method": "the ωB97M-V functional and the def2-TZVPD basis",
  "energy_ha": -397.1768,
  "max_force_ev_per_a": 6.3,
  "e_above_lowest_kj_mol": 214.9,
  "lumo_energy_ev": -0.20,
  "homo_energy_ev": -9.477,
  "species": ["P", "N", "H", "H"],
  "xyz": [[0.380, -0.660, 0.322], [-0.294, 0.545, -0.340], [-1.409, 0.894, 0.628], [1.324, -0.780, -0.610]],
  "forces_ev_per_a": [[-0.6, -1.6, 2.7], [-5.0, 3.2, 2.3], [3.7, -1.2, -3.3], [1.8, -0.4, -1.7]]
}

=====

{
  "formula": "H2NPS",
  "method": "the ωB97M-V functional and the def2-TZVPD basis",
  "energy_ha": -795.3891,
  "max_force_ev_per_a": 4.3,
  "e_above_lowest_kj_mol": 313.3,
  "lumo_energy_ev": [-1.77, -1.97],
  "homo_energy_ev": [-9.763, -8.080],
  "species": ["S", "P", "N", "H", "H"],
  "xyz": [[-0.532, 2.287, -0.063], [0.426, 1.110, 1.163], [0.070, -1.322, -0.016], [-0.786, -0.752, -0.427], [0.821, -1.323, -0.657]],
  "forces_ev_per_a": [[1.0, -1.3, 1.4], [-1.1, 0.0, -2.0], [-3.3, 2.3, 1.4], [2.4, -1.5, 0.5], [0.9, 0.4, -1.3]]
}

=====

{
  "formula": "H2NPS",
  "method": "the ωB97M-V functional and the def2-TZVPD basis",
  "energy_ha": -795.3775,
  "max_force_ev_per_a": 2.3,
  "e_above_lowest_kj_mol": 343.6,
  "lumo_energy_ev": [-1.36, -1.56],
  "homo_energy_ev": [-9.246, -7.511],
  "species": ["S", "P", "N", "H", "H"],
  "xyz": [[-2.860, -0.663, 0.204], [-4.648, -0.587, -0.377], [-1.763, 1.538, 0.423], [-0.885, 1.704, -0.086], [-1.385, 1.490, 1.448]],
  "forces_ev_per_a": [[0.0, 0.1, -0.1], [0.5, 0.2, 0.1], [0.4, 0.5, 2.2], [-0.1, -0.5, -0.2], [-0.9, -0.2, -2.0]]
}

=====

{
  "formula": "H2NaO",
  "method": "the ωB97M-V functional and the def2-TZVPD basis",
  "energy_ha": -238.5301,
  "max_force_ev_per_a": 0.9,
  "e_above_lowest_kj_mol": 25.4,
  "lumo_energy_ev": -5.17,
  "homo_energy_ev": -16.639,
  "charge": 1,
  "species": ["Na", "O", "H", "H"],
  "xyz": [[-0.108, 0.098, -0.137], [1.376, -1.234, 1.770], [1.387, -2.199, 1.581], [2.306, -1.017, 2.009]],
  "forces_ev_per_a": [[0.3, -0.2, 0.4], [0.6, -0.5, -0.6], [0.1, 0.9, 0.4], [-0.9, -0.2, -0.2]]
}

=====

{
  "formula": "H2O2S2",
  "method": "the ωB97M-V functional and the def2-TZVPD basis",
  "energy_ha": -947.9189,
  "max_force_ev_per_a": 5.4,
  "e_above_lowest_kj_mol": 267.6,
  "lumo_energy_ev": [-1.62, -1.64],
  "homo_energy_ev": [-9.071, -8.809],
  "species": ["S", "S", "O", "O", "H", "H"],
  "xyz": [[1.228, 0.365, 0.357], [-1.876, -0.729, -0.122], [2.407, -0.712, -0.085], [-2.442, 0.777, 0.133], [2.493, -0.952, -0.945], [-1.810, 1.250, 0.663]],
  "forces_ev_per_a": [[0.8, -0.7, -0.8], [-0.1, 0.0, 0.1], [-0.6, 1.3, 5.2], [-0.4, -0.5, -0.6], [-0.2, -0.5, -4.4], [0.5, 0.5, 0.6]]
}

=====

{
  "formula": "H2O3PS",
  "method": "the ωB97M-V functional and the def2-TZVPD basis",
  "energy_ha": -966.4561,
  "max_force_ev_per_a": 2.3,
  "e_above_lowest_kj_mol": 109.2,
  "lumo_energy_ev": [3.41, 3.42],
  "homo_energy_ev": [-3.687, -3.689],
  "charge": -1,
  "species": ["S", "P", "O", "O", "O", "H", "H"],
  "xyz": [[2.797, 0.051, -0.011], [-0.081, 0.828, -0.039], [3.458, 0.903, 0.943], [3.281, 0.290, -1.346], [2.536, -1.331, 0.345], [0.606, 1.473, 1.023], [-0.383, 0.076, 1.087]],
  "forces_ev_per_a": [[-1.2, -0.5, -0.4], [2.2, 0.3, 0.3], [-0.4, 0.2, 1.0], [-0.3, -0.1, -0.9], [0.3, 0.3, 0.2], [0.0, 1.0, -0.4], [-0.5, -1.3, 0.2]]
}

=====

{
  "formula": "H2O4PS",
  "method": "the ωB97M-V functional and the def2-TZVPD basis",
  "energy_ha": -1041.7004,
  "smiles": "O=S(=O)([O-])OP",
  "max_force_ev_per_a": 8.2,
  "e_above_lowest_kj_mol": 221.2,
  "lumo_energy_ev": 3.96,
  "homo_energy_ev": -4.115,
  "charge": -1,
  "species": ["S", "P", "O", "O", "O", "O", "H", "H"],
  "xyz": [[-0.186, -0.131, 1.120], [-0.099, -0.013, -1.807], [-0.531, -0.977, -0.764], [-1.226, -0.356, 2.037], [-0.301, 1.185, 0.621], [1.164, -0.509, 1.489], [-0.041, 1.085, -1.052], [1.220, -0.284, -1.643]],
  "forces_ev_per_a": [[2.1, 0.5, -1.4], [0.7, 1.5, -5.6], [-2.7, -3.7, 6.8], [-2.1, -2.5, 1.4], [0.2, 2.7, 0.0], [-0.6, -0.9, -0.4], [0.2, 2.1, -0.2], [2.2, 0.3, -0.6]]
}

=====

- Which formula does entry 5 have?
  H2NaO